Formula: C54H31I5IrN8Se
Source: the OMol25 dataset
Level of theory: ωB97M-V with the def2-TZVPD basis set

The geometry in XYZ format:
```
100
Properties=species:S:1:pos:R:3:lowdin_spin:R:1
Ir -0.102 0.032 -0.801 1.39
I -6.614 7.327 -2.705 0.00
C -5.171 5.777 -2.370 0.00
C -4.746 5.384 -1.101 0.00
C -3.825 4.357 -0.943 0.00
C -3.208 3.768 -2.052 -0.01
C -3.549 4.258 -3.335 0.00
C -4.527 5.217 -3.494 0.00
C -2.277 2.640 -1.845 -0.05
C -2.773 1.415 -1.308 0.09
C -4.175 1.170 -1.054 0.00
C -4.331 -0.145 -0.709 0.09
C -3.022 -0.731 -0.640 -0.01
C -2.789 -2.110 -0.365 -0.02
C -3.866 -3.085 -0.284 0.00
C -4.812 -3.217 -1.319 0.00
C -5.809 -4.162 -1.282 0.00
C -6.038 -4.916 -0.079 0.00
I -7.656 -6.331 0.078 0.00
C -5.117 -4.749 0.963 0.00
C -4.015 -3.894 0.850 0.00
C -1.459 -2.614 -0.370 0.01
N -0.243 -1.938 -0.579 0.00
C 0.763 -2.885 -0.679 -0.03
C 2.153 -2.686 -0.881 0.00
C 3.088 -3.828 -0.851 0.00
C 4.067 -3.980 -1.839 0.00
C 4.973 -5.033 -1.806 0.00
C 4.835 -6.053 -0.848 0.00
I 6.131 -7.728 -0.867 0.00
C 3.870 -5.896 0.165 0.00
C 3.028 -4.799 0.176 0.00
C 2.629 -1.370 -1.040 -0.01
C 3.986 -0.974 -1.342 0.04
C 4.095 0.410 -1.171 0.00
C 2.807 0.869 -0.792 0.02
N 1.900 -0.174 -0.815 0.04
C 2.299 2.184 -0.317 0.06
C 1.214 2.704 -1.201 0.11
C 1.060 4.005 -1.825 0.03
C -0.242 4.093 -2.268 0.04
C -0.880 2.814 -1.952 0.08
N 0.109 1.948 -1.473 0.01
C 3.261 3.269 -0.042 0.29
C 4.493 3.533 -0.691 -0.01
C 5.369 4.448 -0.152 0.28
C 5.093 5.025 1.116 0.00
I 6.616 6.397 2.031 0.00
C 3.928 4.762 1.780 0.20
C 2.792 4.089 1.079 0.11
C 0.173 -4.210 -0.535 0.02
C -1.175 -4.049 -0.373 0.00
N -2.068 0.250 -0.966 0.03
H -5.269 5.808 -0.248 0.00
H -3.538 3.989 0.041 0.00
H -3.090 3.794 -4.237 0.00
H -4.887 5.445 -4.519 0.00
H -4.964 1.893 -1.142 0.00
H -5.256 -0.696 -0.569 0.00
H -4.718 -2.572 -2.219 0.00
H -6.506 -4.204 -2.111 0.00
H -5.281 -5.367 1.862 0.00
H -3.171 -3.846 1.586 0.00
H 4.092 -3.262 -2.654 0.00
H 5.773 -5.104 -2.573 0.00
H 3.766 -6.710 0.873 0.00
H 2.304 -4.655 0.978 0.00
H 4.770 -1.680 -1.524 0.00
H 4.984 1.006 -1.287 0.00
H 1.815 4.763 -1.910 0.00
H -0.803 4.934 -2.659 0.00
H 4.707 3.059 -1.640 -0.01
H 6.341 4.683 -0.671 0.01
H 3.774 5.265 2.735 0.01
H 2.060 4.841 0.715 0.05
H 0.733 -5.134 -0.594 0.00
H -1.960 -4.789 -0.290 0.00
I 3.922 -1.210 2.556 0.00
C 2.140 -2.157 3.145 0.00
C 2.155 -3.437 3.809 0.00
C 0.915 -4.014 4.058 0.00
C -0.267 -3.320 3.682 0.00
C -0.159 -2.076 3.100 0.00
N 1.055 -1.522 2.833 0.00
H 3.077 -3.946 4.037 0.00
H 0.844 -4.966 4.569 0.00
H -1.256 -3.796 3.801 0.00
H -1.005 -1.449 2.776 0.00
Se -2.873 2.140 2.953 0.34
N -1.626 3.413 3.215 0.33
C -0.529 3.036 2.549 0.07
C 0.648 3.755 2.491 0.42
C 1.888 3.124 1.972 0.10
C 1.665 1.824 1.130 0.06
N 0.315 1.265 1.031 0.49
C -0.605 1.668 1.892 0.01
N -1.717 0.994 2.214 0.24
H 0.690 4.745 2.989 0.01
H 2.507 2.876 2.861 0.03
H 2.294 1.001 1.520 0.02
```

HOMO energy (spin up / spin down)	-12.02 / -12.63	eV
HOMO-LUMO gap (spin up / spin down)	4.29 / 4.70	eV
F_max	3.047	eV Å⁻¹
total charge	+2
spin multiplicity	6